Here is a cluster of 5 separate species, C40H74ClFN3O16S in total in a non-equilibrium geometry from the Open Molecules 2025 dataset. Energies are from ωB97M-V/def2-TZVPD.

```
136
Properties=species:S:1:pos:R:3:forces:R:3:lowdin_charge:R:1
C 6.262 2.816 4.660 -0.5 -0.4 -1.6 0.009
C 6.970 2.390 3.273 2.9 1.3 0.2 -0.376
O 8.156 2.711 2.996 -4.7 -1.7 0.9 0.040
N 6.146 1.574 2.360 0.9 -0.2 0.0 -0.178
C 5.561 2.417 1.273 -1.7 1.2 0.0 -0.075
C 6.867 0.380 1.848 0.6 -1.0 -0.9 -0.203
C 7.142 -0.730 3.000 -0.5 1.0 -0.2 -0.139
C 5.734 -1.394 3.466 0.1 0.3 -1.2 -0.150
C 5.421 -2.751 2.618 2.3 0.3 1.3 -0.089
N 4.292 -2.547 1.622 -0.2 -0.2 2.1 -0.100
N 4.749 -2.575 0.378 -4.7 0.7 -0.8 0.189
C 3.708 -2.370 -0.517 -0.5 0.1 -2.3 -0.101
C 4.180 -2.443 -2.063 0.9 0.0 0.5 -0.084
C 4.693 -0.991 -2.525 1.3 -0.2 0.3 -0.166
F 4.845 -0.892 -3.954 -0.7 -0.3 2.3 -0.075
C 2.241 -2.095 -0.289 1.2 -0.3 2.4 0.037
C 1.250 -1.845 -1.504 -0.4 -0.2 0.2 -0.109
C 1.425 -0.421 -2.234 0.7 0.2 0.5 -0.224
C 0.056 0.386 -2.432 0.6 -0.1 -0.4 -0.448
Cl 0.469 2.187 -2.257 -0.2 -1.4 1.5 0.588
C 1.800 -2.081 1.183 2.2 -0.3 -2.9 -0.082
O 0.469 -1.822 1.492 2.9 -0.8 -0.3 -0.090
C -0.362 -3.008 1.320 -1.5 -2.6 0.3 -0.141
C -1.737 -2.962 2.170 0.1 -0.2 0.8 -0.286
C -3.002 -3.533 1.330 0.5 -0.8 0.7 -0.064
C -2.017 -1.558 2.886 -0.6 0.1 0.1 -0.148
C -2.717 -0.444 1.970 -0.3 0.5 0.5 -0.357
C -4.348 -0.516 2.018 0.8 0.7 -0.6 -0.093
C -2.178 -0.362 0.464 0.2 0.5 0.5 -0.097
C 2.991 -2.360 2.101 -1.6 0.8 -1.9 -0.066
S 2.546 -2.405 3.925 -4.0 -3.3 5.4 0.775
C 2.768 -0.725 4.742 2.0 0.6 0.0 -0.115
O 3.253 -3.471 4.709 0.4 2.8 -2.7 -0.329
O 1.067 -2.710 4.141 3.5 1.6 -2.4 -0.334
H 6.603 3.833 5.031 -0.1 -1.5 -0.4 0.094
H 6.433 1.959 5.389 -0.1 1.2 -0.8 0.088
H 5.140 2.865 4.441 1.5 -0.1 0.4 0.079
H 5.631 1.968 0.231 0.3 0.5 1.5 0.089
H 5.960 3.497 1.258 -0.3 -1.8 -0.1 0.112
H 4.435 2.523 1.503 1.5 -0.1 -0.5 0.089
H 6.194 -0.081 1.029 0.9 0.6 1.3 0.108
H 7.853 0.633 1.300 -1.3 -0.2 1.0 0.137
H 7.651 -0.174 3.860 -0.8 -0.9 -1.0 0.116
H 7.890 -1.496 2.617 -1.0 0.9 0.5 0.115
H 5.706 -1.571 4.589 -0.1 0.1 -1.6 0.116
H 4.935 -0.641 3.108 1.2 -0.9 1.1 0.092
H 6.421 -2.948 2.080 -2.2 0.2 0.1 0.137
H 5.276 -3.667 3.271 -0.5 1.3 -0.8 0.133
H 3.398 -2.905 -2.743 0.8 0.9 1.0 0.118
H 5.103 -3.131 -2.136 -1.5 1.0 0.3 0.135
H 5.755 -0.883 -2.087 -1.6 -0.1 -0.7 0.133
H 4.095 -0.122 -2.105 0.5 -1.2 -1.0 0.104
H 1.350 -2.681 -2.279 0.0 1.0 1.3 0.134
H 0.181 -1.892 -1.115 1.5 0.0 -0.3 0.094
H 2.089 0.222 -1.559 -1.0 -0.8 -0.9 0.083
H 2.014 -0.561 -3.214 -1.2 0.3 1.4 0.129
H -0.722 0.159 -1.637 1.1 0.3 -1.1 0.048
H -0.353 0.266 -3.490 0.5 0.1 1.6 0.091
H 0.231 -3.935 1.666 -0.8 1.5 -0.4 0.147
H -0.664 -3.227 0.238 0.8 0.8 1.2 0.118
H -1.586 -3.727 3.020 -0.1 1.3 -1.2 0.139
H -3.979 -3.224 1.843 1.5 -0.2 -1.0 0.084
H -2.964 -3.273 0.224 -0.3 -0.1 1.5 0.075
H -2.981 -4.684 1.401 0.0 1.7 -0.2 0.091
H -1.077 -1.136 3.389 -1.2 -0.8 -0.9 0.106
H -2.752 -1.772 3.750 1.2 0.3 -1.3 0.125
H -2.465 0.573 2.454 -0.2 -1.6 -0.8 0.131
H -4.732 0.541 2.260 0.4 -1.7 -0.2 0.087
H -4.726 -1.264 2.792 0.4 1.1 -1.2 0.073
H -4.696 -0.744 0.959 0.1 -0.1 1.5 0.071
H -1.154 0.148 0.491 -1.3 -0.6 -0.2 0.076
H -2.047 -1.366 -0.056 -0.4 1.2 0.7 0.057
H -2.904 0.276 -0.141 1.1 -0.8 0.7 0.096
H 2.910 0.113 3.979 -0.6 -1.2 1.0 0.082
H 1.972 -0.524 5.525 0.6 -0.7 -1.5 0.098
H 3.770 -0.809 5.305 -1.6 0.0 -0.9 0.070
C 10.323 4.029 4.149 0.1 0.5 0.3 -0.084
C 11.707 3.882 3.547 -0.3 -0.4 0.3 -0.206
O 12.106 5.086 2.879 0.3 0.3 0.1 0.033
C 12.538 6.073 3.678 -0.2 0.0 -0.1 -0.591
O 12.627 6.029 4.880 0.0 0.0 -0.4 0.120
O 12.834 7.133 2.907 0.0 -0.4 0.2 0.001
C 13.225 8.291 3.642 0.2 0.4 0.1 -0.046
H 9.608 4.355 3.394 0.2 -0.2 0.1 0.064
H 9.983 3.082 4.572 0.1 0.1 -0.1 0.070
H 10.314 4.781 4.942 0.2 -0.1 0.0 0.079
H 11.693 3.094 2.791 0.1 0.3 -0.1 0.123
H 12.446 3.594 4.299 0.0 0.2 0.0 0.125
H 14.035 8.066 4.337 -0.2 -0.1 0.0 0.097
H 12.364 8.701 4.175 0.1 -0.1 0.1 0.099
H 13.578 9.036 2.929 -0.1 -0.3 -0.1 0.094
C -0.997 1.625 -10.133 0.0 0.3 0.1 -0.066
C -0.937 0.429 -9.203 -0.3 0.0 -0.6 -0.214
O -0.121 0.710 -8.057 -0.1 0.0 0.5 0.029
C -0.703 1.448 -7.100 0.1 0.1 -0.4 -0.591
O -1.831 1.875 -7.117 0.4 -0.2 0.1 0.125
O 0.199 1.652 -6.124 -0.3 -0.3 -0.3 -0.008
C -0.264 2.504 -5.075 0.3 0.4 0.0 -0.115
H 0.010 1.959 -10.395 -0.1 -0.2 -0.1 0.084
H -1.538 1.376 -11.048 0.1 0.0 0.1 0.082
H -1.499 2.471 -9.658 -0.1 -0.1 0.0 0.076
H -0.470 -0.411 -9.720 0.2 0.1 0.3 0.123
H -1.935 0.105 -8.897 0.1 0.2 0.1 0.124
H -1.217 2.156 -4.671 0.0 0.1 -0.2 0.089
H -0.355 3.529 -5.442 -0.2 -0.1 0.0 0.108
H 0.481 2.486 -4.270 -0.3 0.0 -1.4 -0.034
C -8.465 -0.411 -4.266 -0.1 0.2 0.2 -0.064
C -8.020 -1.751 -3.714 -0.3 0.1 -0.6 -0.209
O -7.385 -1.595 -2.437 -0.1 -0.2 0.5 0.032
C -8.215 -1.421 -1.398 0.1 0.2 -0.1 -0.578
O -9.420 -1.397 -1.446 0.6 -0.1 0.1 0.115
O -7.471 -1.253 -0.292 -0.1 -0.2 -0.3 -0.008
C -8.234 -0.967 0.880 -0.2 0.1 0.5 -0.040
H -7.629 0.294 -4.286 0.0 -0.1 -0.1 0.082
H -8.859 -0.523 -5.279 0.1 0.0 0.1 0.083
H -9.243 0.036 -3.643 0.0 -0.1 -0.1 0.072
H -7.275 -2.191 -4.381 0.1 0.0 0.3 0.123
H -8.851 -2.458 -3.648 0.0 0.1 0.2 0.124
H -9.017 -1.710 1.037 0.0 0.1 -0.2 0.100
H -8.664 0.034 0.808 -0.1 -0.2 0.0 0.103
H -7.557 -0.993 1.735 0.1 0.0 -0.3 0.083
C -15.096 -1.503 1.427 0.3 0.1 0.0 -0.070
C -15.708 -2.060 0.157 -0.2 -0.1 0.5 -0.216
O -15.150 -1.427 -1.001 0.2 -0.2 -0.3 0.031
C -13.937 -1.866 -1.371 0.0 0.2 0.1 -0.589
O -13.299 -2.735 -0.829 -0.2 0.2 -0.2 0.119
O -13.544 -1.153 -2.439 -0.3 -0.3 0.3 0.004
C -12.223 -1.459 -2.884 0.4 0.1 -0.2 -0.048
H -15.182 -0.413 1.450 -0.2 -0.1 0.0 0.082
H -15.591 -1.916 2.309 0.0 0.0 -0.1 0.080
H -14.031 -1.738 1.490 -0.1 -0.1 0.0 0.073
H -16.779 -1.845 0.145 0.2 0.1 -0.3 0.123
H -15.596 -3.145 0.097 0.2 0.1 -0.1 0.124
H -12.098 -2.529 -3.054 0.0 0.1 0.2 0.100
H -11.493 -1.098 -2.159 -0.1 -0.2 -0.1 0.070
H -12.059 -0.939 -3.829 -0.3 0.1 0.1 0.093
```
Forces are in eV/Å.

As for the spin multiplicity: 1. As for the LUMO energy: -5.250 eV. The HOMO-LUMO gap is 6.3 eV. For the total energy, the calculation gives -3894.332951 hartree. As for the net charge: +1.

Here is a structure of composition H14NaO7 from the Open Molecules 2025 dataset. Energies are from ωB97M-V/def2-TZVPD.

```
22
Properties=species:S:1:pos:R:3:forces:R:3:lowdin_charge:R:1
Na 0.335 0.230 -0.397 0.3 -0.1 -0.2 0.442
O -1.286 0.453 2.329 0.0 0.0 -0.2 -0.047
H -2.074 0.456 2.886 0.1 0.1 0.0 0.061
H -1.476 -0.215 1.654 -0.2 0.0 0.1 -0.016
O -1.665 0.803 -1.578 -0.1 0.2 0.2 -0.033
H -2.201 0.677 -2.370 0.1 0.0 0.1 0.073
H -2.258 1.242 -0.952 0.0 -0.1 -0.2 0.074
O 1.267 2.331 0.749 -0.4 0.2 0.3 -0.040
H 0.588 2.454 1.433 0.2 -0.1 0.0 0.068
H 1.752 3.169 0.736 -0.2 -0.1 0.0 0.079
O -1.835 -1.736 0.438 0.2 -0.1 0.0 -0.043
H -2.010 -2.342 -0.291 -0.2 0.1 0.1 0.066
H -1.280 -2.233 1.052 -0.1 0.0 -0.1 0.045
O 0.928 -1.277 1.267 0.0 -0.2 0.4 -0.039
H 1.027 -2.237 1.253 0.3 0.2 -0.1 0.077
H 1.131 -1.019 2.179 -0.1 0.0 -0.2 0.086
O 0.535 -1.420 -2.049 -0.3 0.0 -0.1 -0.033
H 0.224 -2.333 -2.053 0.1 0.1 -0.1 0.068
H 0.119 -1.014 -2.821 0.2 -0.2 0.0 0.067
O 2.767 0.952 -1.202 -0.4 -0.1 -0.2 -0.032
H 2.773 1.440 -0.374 0.1 0.0 0.0 0.015
H 2.637 1.618 -1.889 0.2 -0.1 0.1 0.062
```
Forces are in eV/Å.

As for the spin multiplicity: 1. As for the LUMO energy: -3.228 eV. The HOMO-LUMO gap is 11.6 eV. For the total energy, the calculation gives -697.245421 hartree. As for the net charge: +1.

Here is a structure of composition C41H43AsB2Br2F4FeN6O5 in a non-equilibrium geometry from the Open Molecules 2025 dataset. Energies are from ωB97M-V/def2-TZVPD.

```
105
Properties=species:S:1:pos:R:3:forces:R:3:lowdin_charge:R:1
Fe 0.463 -0.636 1.562 -0.8 -1.2 -0.3 0.491
C -1.074 -2.396 5.194 -0.1 -0.1 -0.1 0.031
C -0.433 -2.078 3.883 -0.3 1.2 1.0 -0.209
N -0.258 -0.870 3.466 0.4 -0.7 -0.2 0.025
O -0.905 0.086 4.147 0.2 0.4 0.1 0.049
B -0.152 1.003 5.104 0.3 0.4 -0.2 -1.070
F 0.322 0.269 6.168 0.0 -0.2 0.0 0.174
F -1.050 1.977 5.451 -0.1 0.0 -0.1 0.183
O 1.004 1.683 4.415 0.1 0.6 0.4 0.070
N 1.640 0.873 3.603 -0.1 -1.0 -0.2 0.061
C 2.796 1.163 3.146 -0.2 0.7 0.4 -0.255
C 3.607 2.352 3.565 0.0 0.0 -0.3 0.002
C 3.276 0.187 2.169 -0.2 -1.0 -0.3 -0.182
N 2.417 -0.639 1.638 0.7 1.2 0.7 0.026
O 2.997 -1.664 0.882 0.5 -0.3 -0.5 -0.107
B 1.948 -4.338 1.195 0.7 -0.6 0.1 -0.869
F 2.683 -4.252 2.289 -0.2 0.2 0.0 0.290
F 2.227 -5.305 0.334 -0.1 0.3 -0.1 0.279
O 0.860 -3.575 0.930 -0.3 0.2 -0.6 0.131
N 0.467 -2.605 1.836 -0.1 -0.2 0.8 0.062
C 0.005 -3.079 2.952 0.6 -0.5 -1.0 -0.206
C -0.112 -4.533 3.266 0.0 0.0 0.0 0.034
C 4.737 0.139 1.866 0.0 -0.1 -0.1 0.023
H -1.087 -1.505 5.815 0.0 -0.1 0.0 0.084
H -0.522 -3.183 5.706 0.0 0.0 0.0 0.100
H -2.106 -2.730 5.054 0.0 -0.1 0.0 0.104
H 3.022 2.958 4.251 0.0 0.0 0.0 0.084
H 3.875 2.959 2.697 0.1 0.1 0.1 0.087
H 4.527 2.042 4.061 0.0 0.0 0.0 0.089
H -0.073 -5.137 2.364 -0.1 0.0 0.1 0.095
H -1.046 -4.734 3.786 0.0 0.0 0.0 0.103
H 0.710 -4.835 3.918 0.0 0.0 0.0 0.119
H 5.303 0.101 2.797 0.0 0.1 0.0 0.104
H 5.032 1.043 1.331 0.0 0.1 0.1 0.106
H 4.992 -0.731 1.270 0.0 0.0 0.0 0.078
Br -0.072 4.241 2.252 -0.1 -0.1 0.0 0.961
C -1.377 2.922 2.114 0.2 0.4 0.0 -0.531
C -2.705 3.210 2.393 0.0 0.0 0.1 -0.126
C -3.669 2.227 2.318 -0.3 0.3 0.0 -0.570
Br -5.450 2.700 2.667 0.2 -0.1 0.0 0.886
C -3.353 0.879 1.968 0.3 -0.3 -0.2 -0.171
C -4.255 -0.185 1.863 0.0 -0.1 0.0 0.010
C -3.779 -1.432 1.509 -0.3 0.1 0.0 -0.001
C -2.425 -1.620 1.280 0.4 0.2 0.0 -0.090
N -1.543 -0.630 1.384 -0.8 0.3 0.2 0.009
C -2.004 0.596 1.705 -0.4 -0.5 0.0 -0.161
C -0.982 1.607 1.749 0.8 0.0 -0.1 -0.346
O 0.201 1.266 1.461 -0.6 0.9 0.6 -0.044
H -2.977 4.214 2.686 0.0 0.0 0.0 0.112
H -5.306 -0.024 2.055 0.0 0.0 0.0 0.096
H -4.459 -2.265 1.398 0.0 0.0 0.0 0.120
H -2.027 -2.584 0.993 0.0 0.0 0.0 0.126
C -1.231 6.255 -1.614 0.1 -0.1 0.0 -0.037
C -1.054 4.765 -1.565 -0.1 0.0 0.0 -0.265
C -2.137 3.909 -1.718 0.1 0.1 0.1 -0.008
C -1.993 2.532 -1.631 0.0 -0.2 0.0 -0.278
C -3.209 1.668 -1.865 0.1 0.1 0.0 -0.070
C -0.726 1.980 -1.368 0.6 -0.2 0.0 -0.258
As -0.772 0.002 -1.303 -2.5 0.1 -1.3 1.394
N 0.729 -0.606 -0.502 1.7 -0.9 -0.7 -0.166
C 1.542 -1.475 -1.053 -0.2 1.5 1.6 -0.279
C 2.975 -1.381 -0.555 -0.2 -0.3 0.9 -0.206
C 3.916 -2.328 -1.206 0.0 -0.4 -0.2 0.010
C 3.489 -3.262 -2.068 0.9 0.4 0.3 -0.046
C 2.104 -3.375 -2.432 -1.1 0.6 0.4 0.001
C 1.177 -2.509 -1.941 0.2 -0.9 -1.7 -0.019
C -0.694 -0.486 -3.228 0.3 0.3 0.3 -0.279
C 0.238 0.030 -4.133 -0.1 -0.1 0.0 -0.256
C 1.337 0.960 -3.702 -0.1 -0.1 -0.1 -0.036
C 0.148 -0.331 -5.475 0.0 0.1 0.0 -0.004
C -0.836 -1.189 -5.940 0.0 0.0 0.1 -0.256
C -0.946 -1.533 -7.397 0.0 0.0 0.1 -0.041
C -1.735 -1.720 -5.018 0.0 0.0 0.0 -0.009
C -1.684 -1.380 -3.675 0.0 0.0 0.2 -0.306
C -2.692 -1.991 -2.728 0.1 0.0 -0.1 -0.080
C 0.374 2.828 -1.180 -0.1 0.2 -0.1 -0.296
C 1.772 2.384 -0.837 -0.1 0.0 0.1 -0.062
C 0.187 4.201 -1.319 0.0 -0.1 0.1 -0.042
H -2.183 6.521 -2.069 0.0 0.1 0.0 0.079
H -0.423 6.724 -2.177 0.0 0.0 0.0 0.085
H -1.209 6.661 -0.600 0.0 0.1 0.0 0.083
H -3.120 4.324 -1.914 0.0 0.0 0.0 0.119
H -4.103 2.283 -1.957 0.0 0.0 0.0 0.085
H -3.355 0.961 -1.046 -0.1 0.0 -0.1 0.046
H -3.087 1.100 -2.791 -0.1 -0.1 0.0 0.076
H 3.342 -0.351 -0.646 -0.2 0.0 -0.3 0.155
H 4.965 -2.230 -0.958 0.0 -0.1 0.1 0.123
H 4.205 -3.946 -2.505 0.0 0.0 0.0 0.119
H 1.791 -4.180 -3.081 0.0 -0.1 0.0 0.125
H 0.137 -2.617 -2.214 0.0 -0.1 0.1 0.102
H 1.771 0.629 -2.759 0.0 0.1 0.0 0.050
H 0.948 1.970 -3.572 0.1 0.0 0.1 0.089
H 2.128 0.994 -4.450 0.0 0.0 0.0 0.089
H 0.869 0.077 -6.174 0.0 0.0 0.0 0.119
H -0.144 -1.073 -7.972 0.0 0.0 0.0 0.077
H -1.901 -1.184 -7.792 0.0 0.0 -0.1 0.088
H -0.904 -2.612 -7.546 0.0 0.0 0.0 0.085
H -2.493 -2.413 -5.365 0.0 0.0 0.0 0.122
H -3.297 -2.736 -3.241 0.0 0.0 0.0 0.081
H -3.358 -1.226 -2.327 0.0 -0.1 0.1 0.061
H -2.195 -2.473 -1.882 -0.1 0.0 0.0 0.052
H 1.819 1.314 -0.661 0.1 0.0 0.0 0.026
H 2.090 2.889 0.077 0.0 0.0 0.0 0.076
H 2.466 2.663 -1.633 0.0 0.0 0.0 0.093
H 1.050 4.848 -1.198 0.0 0.0 0.0 0.129
```
Forces are in eV/Å.

As for the spin multiplicity: 2. As for the LUMO energy (alpha / beta): -3.840 / -5.165 eV. The HOMO-LUMO gap (alpha / beta) is 6.2 / 4.9 eV. For the total energy, the calculation gives -11389.533458 hartree. As for the net charge: +1.